Density functional theory data (ωB97M-V/def2-TZVPD) for a single C26H28N4O5 molecule at a distorted geometry.

Orbital gap (eV): 6.77
Energy above the lowest of the compared OMol25 structures with the same formula, charge and spin (kJ/mol): 332.2
Charge: 0
SMILES: Cc1ccc(C(=O)N/C(=C\c2ccc(-c3ccccc3[N+](=O)[O-])o2)C(=O)NCCCN(C)C)cc1
E_HOMO (eV): -7.59

Each line ends with the Löwdin charge.
Element x y z (Å)
C1 -1.62 7.07 -0.73  -0.050
C2 -1.50 5.62 -0.35  -0.275
C3 -1.98 4.62 -1.18  -0.036
C4 -1.87 3.29 -0.82  -0.034
C5 -1.27 2.94 0.38  -0.147
C6 -1.13 1.53 0.80  -0.390
O1 -1.23 1.14 1.95  0.104
N1 -0.81 0.66 -0.23  0.174
C7 -0.85 -0.70 -0.06  -0.139
C8 -0.19 -1.60 -0.83  0.046
C9 0.70 -1.30 -1.90  -0.239
C10 1.23 -2.15 -2.86  0.000
C11 2.06 -1.37 -3.67  0.009
C12 2.01 -0.08 -3.16  -0.201
C13 2.70 1.11 -3.59  -0.059
C14 3.79 0.98 -4.46  -0.010
C15 4.56 2.06 -4.83  -0.061
C16 4.30 3.32 -4.32  -0.064
C17 3.23 3.49 -3.46  0.005
C18 2.42 2.41 -3.12  -0.087
N2 1.28 2.72 -2.32  -0.308
O2 1.39 3.60 -1.49  0.112
O3 0.23 2.14 -2.56  0.066
O4 1.19 -0.06 -2.08  0.070
C19 -1.81 -1.19 1.00  -0.479
O5 -3.01 -1.08 0.85  0.092
N3 -1.22 -1.83 2.03  0.079
C20 -1.98 -2.32 3.16  -0.173
C21 -1.87 -3.84 3.30  -0.166
C22 -0.44 -4.28 3.65  -0.227
N4 -0.24 -5.70 3.91  -0.290
C23 -0.50 -6.55 2.77  -0.113
C24 -0.91 -6.18 5.10  -0.114
C25 -0.82 3.94 1.24  -0.007
C26 -0.92 5.27 0.87  -0.036
H1 -1.77 7.17 -1.80  0.075
H2 -2.47 7.52 -0.22  0.085
H3 -0.73 7.62 -0.45  0.078
H4 -2.44 4.88 -2.12  0.113
H5 -2.26 2.53 -1.48  0.119
H6 -0.53 1.05 -1.13  0.111
H7 -0.38 -2.65 -0.66  0.127
H8 1.02 -3.20 -2.97  0.112
H9 2.61 -1.71 -4.52  0.110
H10 4.04 0.00 -4.84  0.111
H11 5.39 1.92 -5.51  0.109
H12 4.91 4.16 -4.59  0.107
H13 2.98 4.46 -3.06  0.122
H14 -0.22 -1.76 2.13  0.145
H15 -3.02 -2.04 2.97  0.122
H16 -1.64 -1.83 4.07  0.127
H17 -2.55 -4.16 4.09  0.107
H18 -2.19 -4.31 2.37  0.112
H19 0.23 -4.02 2.82  0.111
H20 -0.11 -3.74 4.54  0.119
H21 -0.11 -7.54 2.98  0.082
H22 -1.57 -6.64 2.53  0.082
H23 0.02 -6.15 1.90  0.083
H24 -0.52 -7.17 5.34  0.082
H25 -0.69 -5.51 5.93  0.084
H26 -2.00 -6.26 4.99  0.080
H27 -0.37 3.66 2.18  0.120
H28 -0.55 6.04 1.53  0.113

Density functional theory data (ωB97M-V/def2-TZVPD) for a molecular structure, C26H28N6O4PRhS3.

Orbital gap (spin up / spin down) (eV): 6.62 / 6.98
Energy above the lowest of the compared OMol25 structures with the same formula, charge and spin (kJ/mol): 107.8
Charge: -1
Spin multiplicity: 2
<S²>: 0.768
E_HOMO (spin up / spin down) (eV): -3.95 / -4.38

Each line ends with the Löwdin charge.
Element x y z (Å)
Rh1 -0.52 -1.86 1.04  0.521
N1 -1.90 0.25 4.63  0.041
C1 -1.54 -0.39 3.47  -0.872
S1 -0.50 -1.75 3.56  0.557
N2 -2.09 0.14 2.38  0.015
N3 -1.82 -0.43 1.23  -0.244
C2 -2.40 0.24 0.07  -0.611
C3 -3.85 -0.16 -0.11  -0.311
C4 -4.62 0.50 -1.08  -0.046
C5 -5.93 0.12 -1.26  -0.081
C6 -6.44 -0.92 -0.49  -0.088
C7 -5.61 -1.50 0.44  -0.146
N4 -4.34 -1.13 0.64  0.133
H1 -1.28 0.10 5.41  0.061
H2 -2.25 1.19 4.51  0.082
H3 -2.33 1.31 0.27  0.096
H4 -4.17 1.28 -1.67  0.103
H5 -6.55 0.61 -2.00  0.098
H6 -7.46 -1.26 -0.60  0.090
H7 -5.96 -2.31 1.07  0.102
C8 -3.28 -3.89 -3.59  -0.079
C9 -3.19 -3.83 -2.08  -0.327
O1 -2.62 -2.57 -1.70  -0.404
P1 -1.18 -2.35 -1.01  0.109
S2 -1.43 -0.07 -1.44  0.702
S3 -1.19 -3.96 0.29  0.282
O2 -0.17 -2.62 -2.23  -0.349
C10 1.14 -2.03 -2.25  -0.311
C11 2.19 -3.12 -2.32  -0.075
H8 -3.75 -4.82 -3.91  0.069
H9 -2.28 -3.84 -4.03  0.072
H10 -3.86 -3.05 -3.98  0.074
H11 -2.60 -4.65 -1.68  0.049
H12 -4.18 -3.87 -1.62  0.113
H13 1.27 -1.41 -1.36  0.061
H14 1.19 -1.37 -3.12  0.115
H15 2.14 -3.73 -1.42  0.072
H16 3.18 -2.67 -2.38  0.076
H17 2.03 -3.74 -3.20  0.072
O3 2.33 -2.15 0.87  0.013
C12 2.14 -0.94 0.99  -0.569
N5 3.13 0.02 1.10  0.155
C13 2.54 1.34 0.92  -0.274
C14 1.01 0.99 1.00  -0.449
O4 0.15 1.84 1.02  0.069
N6 0.90 -0.36 1.00  0.027
C15 2.89 1.88 -0.46  -0.140
C16 2.03 1.71 -1.54  -0.011
C17 2.42 2.12 -2.81  -0.072
C18 3.67 2.70 -3.01  -0.102
C19 4.52 2.87 -1.93  -0.091
C20 4.13 2.46 -0.67  -0.035
C21 2.89 2.31 2.03  -0.155
C22 2.47 3.64 1.92  -0.026
C23 2.74 4.54 2.94  -0.082
C24 3.44 4.13 4.07  -0.107
C25 3.85 2.81 4.18  -0.092
C26 3.57 1.91 3.16  -0.023
H18 4.01 -0.19 0.66  0.150
H19 1.05 1.27 -1.41  0.063
H20 1.74 2.00 -3.64  0.103
H21 3.97 3.02 -4.00  0.095
H22 5.50 3.32 -2.08  0.096
H23 4.80 2.61 0.18  0.119
H24 1.91 3.95 1.05  0.123
H25 2.41 5.56 2.85  0.098
H26 3.66 4.84 4.86  0.093
H27 4.39 2.48 5.06  0.096
H28 3.87 0.87 3.25  0.108

Density functional theory data (ωB97M-V/def2-TZVPD) for a molecular structure, C26H29AgNO5P at a distorted geometry.

Orbital gap (eV): 7.99
Charge: 0
E_HOMO (eV): -7.23

Each line ends with the Löwdin charge.
Element x y z (Å)
Ag1 0.25 -0.60 1.55  0.702
C1 0.57 -2.62 -1.21  -0.083
O1 -0.03 -2.66 0.06  -0.249
C2 0.06 -3.92 0.68  -0.207
C3 -0.61 -3.82 2.05  -0.181
O2 -0.09 -2.81 2.88  -0.201
C4 1.05 -3.13 3.65  -0.174
C5 2.37 -2.71 3.01  -0.212
O3 2.38 -1.31 2.88  -0.243
C6 3.59 -0.82 2.33  -0.092
H1 0.13 -3.38 -1.86  0.098
H2 0.39 -1.63 -1.62  0.063
H3 1.65 -2.78 -1.14  0.101
H4 -0.47 -4.68 0.08  0.134
H5 1.11 -4.23 0.78  0.120
H6 -1.66 -3.53 1.90  0.134
H7 -0.57 -4.80 2.55  0.129
H8 0.93 -2.57 4.58  0.134
H9 1.07 -4.21 3.87  0.129
H10 3.20 -3.03 3.66  0.132
H11 2.51 -3.19 2.03  0.122
H12 4.45 -1.23 2.88  0.090
H13 3.69 -1.06 1.26  0.071
H14 3.57 0.26 2.44  0.092
O4 3.45 -0.47 -0.98  0.021
C7 2.47 0.27 -0.91  -0.645
O5 1.82 0.58 0.14  -0.225
C8 1.88 0.93 -2.14  -0.128
C9 2.58 1.20 -3.30  -0.015
C10 1.96 1.87 -4.34  -0.077
C11 0.64 2.29 -4.21  -0.077
C12 -0.07 2.01 -3.06  -0.095
C13 0.54 1.29 -2.03  -0.280
P1 -0.39 0.86 -0.53  1.066
C14 -0.65 2.55 0.10  -0.345
C15 -1.82 3.28 -0.07  -0.091
C16 -1.96 4.52 0.54  -0.086
C17 -0.94 5.05 1.30  -0.100
C18 0.24 4.35 1.45  -0.095
C19 0.39 3.11 0.86  -0.112
C20 -2.02 0.40 -1.26  -0.362
C21 -2.14 -0.18 -2.52  -0.103
C22 -3.33 -0.76 -2.92  -0.085
C23 -4.42 -0.79 -2.07  -0.096
C24 -4.31 -0.24 -0.80  -0.087
C25 -3.12 0.33 -0.39  -0.123
H15 3.62 0.90 -3.38  0.118
H16 2.51 2.07 -5.25  0.102
H17 0.17 2.84 -5.01  0.102
H18 -1.09 2.34 -2.95  0.109
H19 -2.63 2.88 -0.66  0.099
H20 -2.89 5.07 0.42  0.102
H21 -1.06 6.01 1.79  0.100
H22 1.05 4.76 2.04  0.105
H23 1.30 2.54 0.99  0.094
H24 -1.29 -0.18 -3.20  0.100
H25 -3.40 -1.18 -3.92  0.102
H26 -5.34 -1.26 -2.38  0.098
H27 -5.15 -0.28 -0.12  0.100
H28 -3.01 0.72 0.61  0.094
N1 -1.11 1.63 3.05  0.134
C26 -0.81 0.50 2.97  -0.099
H29 -1.24 2.61 2.87  0.070

| no. | molecular weight (g mol⁻¹) | E_tot (eV) |
| --- | --- | --- |
| 1 | 476.5 | -43611.68005 |
| 2 | 718.6 | -89355.17019 |
| 3 | 574.4 | -52446.05837 |